# 1
C4H12NP | ωB97M-V/def2-TZVPD

Cartesian coordinates (Å):
C: 2.4307 1.1461 0.1268
C: 1.8997 -0.1934 -0.1473
N: 0.3021 -0.4263 -0.4968
P: -0.9045 0.2273 0.5420
C: -1.3858 -1.4578 1.1191
C: -2.2845 0.5874 -0.7469
H: 1.9584 1.3888 1.0987
H: 3.4750 1.1608 0.4222
H: 1.9560 1.9081 -0.5144
H: 2.4731 -0.4246 -1.0067
H: 1.9947 -0.8209 0.7168
H: 0.1873 -0.0379 -1.4847
H: -1.9707 -1.1622 1.9310
H: -0.5705 -2.0550 1.4783
H: -1.9396 -1.8205 0.2950
H: -3.2572 1.0223 -0.5257
H: -2.6305 -0.2525 -1.4060
H: -1.7337 1.2104 -1.4013

Force components x, y, z for each atom (eV/Å):
-2.55 1.98 2.86
-2.95 -0.75 -0.72
3.22 1.92 -2.82
-0.43 -0.30 0.01
0.32 1.78 -0.12
0.08 -1.85 -0.23
0.15 0.49 -0.08
0.32 0.16 -0.99
1.19 -0.13 -0.26
-0.04 -1.85 -0.97
0.62 -0.67 0.04
0.21 -0.73 1.64
-1.61 -0.40 1.56
0.44 -0.21 -0.19
-0.51 -1.11 -0.50
0.43 0.52 0.90
0.84 0.00 0.69
0.26 1.16 -0.84

The calculation puts the largest force on an atom at 4.69 eV Å⁻¹. For the highest occupied orbital energy, the calculation gives -7.93 eV. The energy above the lowest of the compared OMol25 structures with the same formula, charge and spin comes out at 2.1299 eV. The SMILES is CCNP(C)C. The value obtained for the total energy is -555.6381 hartree.

These are the Mulliken partial charges, in e, on atoms 1 to 2: -1.028 -0.439

=====

# 2
C4H12NP | ωB97M-V/def2-TZVPD

Cartesian coordinates (Å):
C: 0.2345 0.8434 -1.8873
C: 0.5222 0.7185 -0.3600
C: 1.8318 -0.1061 -0.1532
N: -0.8108 -0.2734 0.2654
C: -1.3567 0.2933 1.4717
P: -0.6500 -1.9225 0.1088
H: -0.9042 1.1025 -1.9423
H: 0.7723 1.5914 -2.3271
H: 0.2492 -0.1252 -2.3457
H: 0.6003 1.8026 0.1185
H: 1.5688 -1.0882 -0.3185
H: 2.3373 0.0425 0.9208
H: 2.5844 0.2644 -0.9445
H: -1.0680 -0.2853 2.2919
H: -1.1844 1.4125 1.5742
H: -2.5019 0.1458 1.4585
H: -2.0586 -2.0296 0.7430
H: -0.1660 -2.3868 1.3257

Force components x, y, z for each atom (eV/Å):
-4.56 -1.10 3.02
-0.78 -0.98 0.34
1.59 4.17 1.37
3.34 4.11 -1.32
-2.58 1.29 -1.05
-2.91 -0.43 0.12
1.99 -0.08 -0.08
1.66 1.69 -1.35
0.62 -0.46 -0.45
-0.74 -2.54 -0.57
0.06 -2.29 -0.41
-1.26 -0.44 -2.34
-0.96 -0.75 1.25
0.88 -0.39 1.86
0.03 -1.54 -0.05
1.39 0.36 -0.10
1.54 -0.50 -1.15
0.70 -0.09 0.92

The calculation puts the largest force on an atom at 5.58 eV Å⁻¹. For the highest occupied orbital energy, the calculation gives -8.62 eV. The energy above the lowest of the compared OMol25 structures with the same formula, charge and spin comes out at 3.1787 eV. The SMILES is CC(C)N(C)P. The value obtained for the total energy is -555.5995 hartree.

These are the Mulliken partial charges, in e, on atoms 1 to 2: -1.359 0.262

=====

# 3
C4H12NS | ωB97M-V/def2-TZVPD

Cartesian coordinates (Å):
C: -2.8691 -0.1175 -0.6222
C: 0.6435 -1.0568 1.1565
C: 0.4944 1.6789 0.5506
C: 1.7625 -0.2430 -1.2192
N: -1.8688 -0.1362 0.2917
S: 0.2611 -0.0312 -0.2958
H: -3.9220 -0.0556 -0.3033
H: -3.2573 -1.1776 -1.0993
H: -2.6784 0.6118 -1.4581
H: 0.5897 -2.1459 0.7734
H: -0.2819 -1.0762 1.7837
H: 1.5618 -0.7514 1.6746
H: 1.2570 1.6994 1.3420
H: -0.4967 1.6801 1.0365
H: 0.7153 2.5166 -0.1910
H: 2.6765 0.3206 -0.7614
H: 1.4797 0.1629 -2.2180
H: 2.0266 -1.2478 -1.2424

Force components x, y, z for each atom (eV/Å):
-1.14 -1.44 -2.52
-1.79 -2.05 -0.43
-0.63 -0.26 -0.83
1.50 3.28 -0.04
-1.69 -0.34 0.87
1.82 1.21 1.67
0.22 1.00 1.02
1.75 1.43 0.54
-0.41 -0.61 0.50
0.84 1.67 0.45
0.99 0.67 -0.22
-0.34 -0.24 -0.37
0.00 -0.61 -0.52
0.42 0.77 -0.34
-0.70 -1.37 0.82
-1.77 -0.81 -0.86
0.73 -0.42 0.57
0.19 -1.90 -0.32

The calculation puts the largest force on an atom at 3.61 eV Å⁻¹. For the highest occupied orbital energy (spin up / spin down), the calculation gives -13.27 / -13.38 eV. The charge is +1. The energy above the lowest of the compared OMol25 structures with the same formula, charge and spin comes out at 5.9888 eV. The value obtained for the total energy is -612.0846 hartree.

These are the Mulliken partial charges, in e, on atoms 1 to 2: -0.658 -0.979

=====

# 4
C4H12NS | ωB97M-V/def2-TZVPD

Cartesian coordinates (Å):
C: 0.4974 -1.7591 -0.2887
C: -0.2990 1.3056 -1.0558
C: -1.5343 0.2625 0.8610
C: 0.8230 -0.3670 0.3020
N: -0.2176 0.7196 0.3431
S: 2.4275 0.3469 0.1545
H: 1.3254 -2.5092 0.0075
H: -0.4898 -2.0917 0.1077
H: 0.4980 -1.7104 -1.3615
H: -0.6894 2.3013 -0.9928
H: 0.5748 1.5947 -1.5402
H: -0.9093 0.6516 -1.7913
H: -2.1039 1.0045 1.5407
H: -2.1066 -0.0027 0.0643
H: -1.3795 -0.6371 1.5209
H: 0.5065 -0.3900 2.2450
H: 0.2111 1.3422 0.9956
H: 2.8656 -0.0618 -1.1121

Force components x, y, z for each atom (eV/Å):
0.63 0.16 1.79
-2.86 -0.29 -0.65
0.23 0.40 3.90
0.14 -1.42 3.59
0.12 -0.87 -2.26
0.57 -0.36 -0.58
-1.42 1.39 -0.28
0.81 0.03 -0.49
-0.17 0.04 -0.66
-1.31 0.33 0.32
2.39 -0.63 -0.16
0.88 0.99 1.68
1.32 -0.71 -1.46
-1.76 -0.69 -2.21
0.06 0.94 -0.74
1.10 -0.48 -3.08
0.09 1.06 0.25
-0.81 0.11 1.03

The calculation puts the largest force on an atom at 3.93 eV Å⁻¹. For the highest occupied orbital energy (spin up / spin down), the calculation gives -13.63 / -13.63 eV. The charge is +1. The energy above the lowest of the compared OMol25 structures with the same formula, charge and spin comes out at 4.9167 eV. The value obtained for the total energy is -612.1240 hartree.

These are the Mulliken partial charges, in e, on atoms 1 to 2: -1.130 -0.865